DFT (wB97M-V/def2-TZVPD) results for C5H7FOS in the gas phase at a distorted geometry.

Results
Orbital gap ... 8.5 eV
F_max ... 5.830 eV Å⁻¹
Relative energy (zero: lowest compared OMol25 entry of this formula, charge and spin) ... 4.104 eV
SMILES ... CO/C(=C/F)CC=S
E_tot ... -767.8394 Ha

Each line ends with the Mulliken charge.
Atoms and positions in Å:
C (1.099, -1.480, -0.826)  -0.555
C (0.307, 0.628, 0.336)  0.251
C (-0.891, -0.208, 0.762)  -0.531
C (-1.673, 0.125, -0.640)  0.041
C (0.881, 1.757, 0.805)  -0.139
H (1.751, -1.633, -0.043)  0.311
H (0.086, -1.929, -0.686)  0.214
H (1.600, -1.727, -1.727)  0.190
H (-1.346, 0.476, 1.611)  0.278
H (-0.633, -1.270, 0.955)  0.301
H (-1.873, 1.422, -0.516)  0.218
H (1.977, 2.182, 0.754)  0.284
O (0.874, -0.006, -0.831)  -0.374
F (0.198, 2.654, 1.541)  -0.236
S (-2.358, -0.991, -1.496)  -0.255